1.
Molecular formula: C7H12BN
Method: DFT, wB97M-V/def2-TZVPD

Last column: Mulliken charge in e.
CARTESIAN COORDINATES (ANGSTROEM)
1 B 1.1293 -0.0091 -0.6045  0.123
2 C 2.1290 -0.8931 -1.4164  -0.471
3 C 3.2949 -1.2858 -0.5139  -0.338
4 C 4.5392 -0.7580 -0.6536  -0.601
5 H 1.3173 1.1704 -0.5793  -0.085
6 H 0.1858 -0.4609 -0.0344  -0.066
7 H 2.5040 -0.3635 -2.2894  0.297
8 H 1.6979 -1.8249 -1.7859  0.266
9 H 3.0722 -1.9967 0.2790  0.350
10 H 5.3906 -1.4093 -0.8324  0.259
11 H 4.7081 0.3141 -0.6033  0.266
12 N -2.6100 0.6587 -0.1618  0.036
13 C -2.0605 1.4513 0.8075  -0.466
14 C -2.8050 1.2954 1.9460  -0.405
15 C -3.8417 0.3676 1.6516  -0.408
16 C -3.6932 -0.0073 0.3434  -0.508
17 H -2.2695 0.5773 -1.1013  0.205
18 H -1.1923 2.0543 0.6055  0.380
19 H -2.6266 1.7895 2.8863  0.402
20 H -4.6070 0.0170 2.3235  0.386
21 H -4.2626 -0.6871 -0.2668  0.376

The gap between HOMO and LUMO comes out at 8.2 eV. The molar mass comes out at 120.99 g/mol. The value obtained for the HOMO energy is -8.21 eV. The SMILES is c1cc[nH]c1.BCC=C. For the LUMO energy, the calculation gives 0.028 eV. As for the energy relative to the best compared isomer or geometry (same formula, charge and spin): 4.107 eV. Its net charge is 0.

2.
Molecular formula: C42H46ClF13IN6S2
Method: DFT, wB97M-V/def2-TZVPD

Last column: Mulliken charge in e.
CARTESIAN COORDINATES (ANGSTROEM)
1 C 0.1662 2.9548 6.1737  -0.778
2 C -1.2977 3.2502 5.4975  -0.434
3 I -1.6770 5.4231 5.8405  0.044
4 C -1.3695 3.0477 3.8727  -0.756
5 C -0.7425 1.5858 3.3561  -0.600
6 N -1.3919 0.3895 4.0116  -0.205
7 C -2.0294 -0.5629 3.0299  0.498
8 N -3.1190 -1.3008 3.5101  -0.182
9 Cl -4.0009 -2.4647 2.5693  0.055
10 N -1.6196 -0.8216 1.6013  -0.160
11 C -0.3204 -0.0697 1.2390  0.174
12 C 0.9723 -0.7181 2.0105  -0.612
13 C 1.2150 -2.3317 1.6824  -0.266
14 N 1.9561 -3.1564 2.5110  -0.647
15 C -0.2407 -0.1328 -0.4074  0.085
16 C 1.2727 -0.2775 -1.0167  -0.516
17 C 1.4487 0.2915 -2.5566  0.716
18 F 1.5338 1.7814 -2.6358  -0.337
19 F 0.1650 -0.0673 -3.2681  -0.336
20 C 2.6408 -0.4982 -3.3597  0.423
21 F 2.2184 -1.9192 -3.4746  -0.253
22 F 2.6321 0.0536 -4.7622  -0.314
23 C 4.1503 -0.2750 -2.7599  0.543
24 F 4.9916 0.2728 -3.8888  -0.287
25 F 4.1595 0.8246 -1.7235  -0.261
26 C 4.8098 -1.5847 -2.0276  0.579
27 F 3.9587 -2.1560 -0.9401  -0.241
28 F 6.0584 -1.0950 -1.3317  -0.304
29 C 5.2978 -2.7790 -3.0375  0.504
30 F 4.9025 -2.6099 -4.4543  -0.247
31 F 6.8061 -2.8230 -3.0148  -0.267
32 C 4.8288 -4.3015 -2.5298  0.610
33 F 3.3628 -4.5129 -2.5956  -0.194
34 F 5.4427 -4.6849 -1.2264  -0.217
35 F 5.4344 -5.2384 -3.5468  -0.245
36 C -0.6353 1.5028 1.7144  -0.468
37 C 0.3700 2.6075 1.0503  -0.076
38 C -0.5584 3.8571 0.5186  -0.633
39 C -1.3016 3.5615 -0.9392  -0.280
40 S -3.1298 3.1502 -0.7827  -0.150
41 C -3.6653 1.9273 -2.1401  -0.082
42 S -3.0257 2.0339 -3.7230  -0.026
43 N -4.6615 0.8027 -1.8310  0.368
44 C -4.4189 -0.7174 -1.8834  -0.119
45 C -5.7777 -1.5650 -1.4321  -0.402
46 N -6.8108 -0.4910 -1.1470  -0.470
47 C -6.1142 0.8638 -1.3939  -0.169
48 H 0.2079 3.0519 7.3390  0.373
49 H 0.4509 1.8229 5.9228  0.153
50 H 1.0545 3.5938 5.6967  0.279
51 H -2.0995 2.5666 6.0138  0.431
52 H -2.4386 3.2556 3.4066  0.287
53 H -0.6558 3.8786 3.3995  0.354
54 H 0.3859 1.6005 3.7465  0.465
55 H -0.7671 -0.0829 4.7020  0.446
56 H -3.4503 -1.1827 4.5154  0.317
57 H -1.5081 -1.8331 1.3753  0.541
58 H 2.0047 -0.1811 1.7620  0.309
59 H 0.8883 -0.6660 3.2002  0.569
60 H 0.7144 -2.8354 0.7303  0.286
61 H 2.3034 -2.5679 3.3135  0.248
62 H -0.8282 -1.1240 -0.7173  0.441
63 H -0.8718 0.7544 -0.8869  -0.579
64 H 1.5025 -1.4443 -1.0608  0.397
65 H 2.0551 0.3115 -0.3599  0.116
66 H -1.7351 1.7188 1.3080  0.118
67 H 1.0241 3.0487 1.9465  0.574
68 H 1.1356 2.1943 0.2699  -0.126
69 H 0.1602 4.7960 0.4241  0.364
70 H -1.3902 4.1409 1.3036  0.240
71 H -0.6902 2.8034 -1.6092  0.004
72 H -1.2498 4.6013 -1.5221  0.470
73 H -3.4413 -1.2833 -2.1977  0.316
74 H -5.9231 -2.7461 -1.3511  0.297
75 H -6.7177 1.8643 -1.2043  0.309
76 C -5.5545 0.1115 -6.1877  0.009
77 C -4.4249 0.4475 -6.9333  -0.221
78 C -4.3787 0.1623 -8.2976  -0.457
79 C -5.4673 -0.4505 -8.9188  -0.394
80 C -6.5983 -0.7831 -8.1739  -0.352
81 C -6.6408 -0.5064 -6.8077  -0.483
82 H -5.5888 0.3308 -5.1237  0.278
83 H -3.5795 0.9313 -6.4504  0.168
84 H -3.4957 0.4182 -8.8769  0.353
85 H -5.4334 -0.6684 -9.9830  0.352
86 H -7.4472 -1.2592 -8.6586  0.355
87 H -7.5199 -0.7706 -6.2266  0.373
88 C 5.8239 5.8284 -0.0774  -0.403
89 C 5.5803 4.5592 -0.6014  -0.572
90 C 4.3384 3.9530 -0.4138  -0.390
91 C 3.3360 4.6209 0.2902  -0.004
92 C 3.5785 5.8917 0.8110  -0.428
93 C 4.8234 6.4940 0.6313  -0.490
94 H 6.7930 6.2991 -0.2209  0.367
95 H 6.3592 4.0417 -1.1558  0.409
96 H 4.1511 2.9613 -0.8164  0.487
97 H 2.3665 4.1507 0.4323  0.138
98 H 2.7966 6.4127 1.3582  0.396
99 H 5.0138 7.4817 1.0419  0.369
100 C 1.2573 -5.7751 4.2279  0.039
101 C 0.3261 -5.4894 5.2259  -0.385
102 C -0.2549 -6.5257 5.9561  -0.358
103 C 0.1032 -7.8486 5.6947  -0.457
104 C 1.0373 -8.1340 4.6992  -0.318
105 C 1.6113 -7.0982 3.9627  -0.637
106 H 1.7073 -4.9673 3.6567  0.399
107 H 0.0522 -4.4581 5.4342  0.340
108 H -0.9855 -6.3032 6.7290  0.356
109 H -0.3458 -8.6561 6.2670  0.352
110 H 1.3174 -9.1649 4.4968  0.368
111 H 2.3348 -7.3213 3.1835  0.375

The gap between HOMO and LUMO comes out at 6.1 eV. The molar mass comes out at 1108.34 g/mol. The value obtained for the HOMO energy is -10.45 eV. For the LUMO energy, the calculation gives -4.398 eV. Its net charge is +1.

3.
Molecular formula: C12H8N4O4SSr
Method: DFT, wB97M-V/def2-TZVPD

Last column: Mulliken charge in e.
CARTESIAN COORDINATES (ANGSTROEM)
1 Sr 2.0964 -0.2619 -0.4825  1.571
2 O -4.2126 -0.9524 -4.2174  -0.715
3 C -4.0389 -0.7254 -3.0006  0.441
4 O -4.8406 -0.5227 -2.0621  -0.709
5 C -2.5668 -0.4741 -2.6178  0.198
6 C -1.5580 -0.5047 -3.5777  -0.494
7 C -0.2516 -0.3130 -3.1933  -0.557
8 N 0.1146 -0.1258 -1.9071  -0.640
9 C -0.8772 -0.0920 -0.9815  1.353
10 C -2.2093 -0.2335 -1.2983  -0.404
11 C -0.4062 0.0588 0.4567  -0.368
12 O -0.7918 1.0109 1.1366  -0.626
13 O 0.4705 -0.8302 0.8294  -0.792
14 H -1.8362 -0.6925 -4.6077  0.477
15 H 0.5524 -0.3145 -3.9219  0.423
16 H -2.9833 -0.1825 -0.5430  0.540
17 S 3.5785 -0.8578 1.8710  -0.404
18 C 2.5778 0.4444 2.2685  0.455
19 N 2.0737 0.5471 3.5329  -0.055
20 C 1.3181 1.5763 3.9433  -0.126
21 C 1.0237 2.5769 3.0824  -0.545
22 C 1.4871 2.4197 1.7726  -0.007
23 N 2.2562 1.4252 1.3753  -0.574
24 H 2.2729 -0.2281 4.1488  0.251
25 H 0.9699 1.5401 4.9675  0.405
26 H 0.3950 3.4065 3.3672  0.421
27 H 1.2245 3.1533 1.0168  0.393
28 N 1.3652 -3.6647 -0.4353  -0.054
29 C 1.9958 -2.9108 -1.0469  -0.183
30 H 0.7999 -4.2726 0.1240  0.323

The gap between HOMO and LUMO comes out at 5.8 eV. The molar mass comes out at 391.91 g/mol. The value obtained for the HOMO energy is -7.30 eV. For the LUMO energy, the calculation gives -1.507 eV. As for the energy relative to the best compared isomer or geometry (same formula, charge and spin): 0.295 eV. Its net charge is 0.

4.
Molecular formula: C31H29BrN3O7PS3Tc
Method: DFT, wB97M-V/def2-TZVPD

Last column: Mulliken charge in e.
CARTESIAN COORDINATES (ANGSTROEM)
1 Tc 0.3175 -2.8033 -1.9192  -1.269
2 S -1.9225 -2.1532 -1.6359  -0.522
3 C -2.3456 -2.9335 -0.1218  0.821
4 C -3.7215 -2.8476 0.2938  -1.087
5 C -4.1023 -3.3453 1.5360  0.532
6 C -5.4126 -2.9703 2.0514  -0.041
7 N -6.3690 -2.5021 2.5230  -0.578
8 C -3.1016 -4.0038 2.3629  0.518
9 C -1.7943 -4.1138 1.9320  -0.881
10 C -1.4091 -3.6400 0.6617  0.735
11 S 0.1924 -3.9820 0.1021  -0.584
12 C -3.6135 -4.7265 3.4918  -0.080
13 N -3.8713 -5.3701 4.3977  -0.581
14 H -4.4973 -2.3760 -0.3043  0.385
15 H -1.1644 -4.5161 2.7471  0.298
16 C -0.2227 -3.8729 -6.1253  -0.849
17 C 0.4489 -2.8070 -6.7434  -0.546
18 C 1.0570 -1.8195 -5.9387  -0.876
19 C 0.8282 -1.8517 -4.5785  1.061
20 N 0.1948 -2.9833 -3.9637  0.334
21 C -0.3191 -3.9158 -4.7580  -0.293
22 C 1.2280 -0.8316 -3.6850  0.496
23 C 1.6629 0.4223 -4.1340  -0.763
24 C 2.0585 1.4054 -3.2203  -0.890
25 C 1.9799 1.1057 -1.8108  -0.684
26 C 1.4925 -0.1014 -1.3664  -0.393
27 C 1.0468 -1.0708 -2.2712  0.790
28 H -0.6353 -4.6682 -6.6974  0.392
29 H 0.6057 -2.7184 -7.8040  0.373
30 H 1.6800 -0.9869 -6.2859  0.305
31 H -1.0351 -4.6243 -4.3346  0.340
32 H 1.7279 0.5847 -5.2133  0.214
33 H 2.2331 2.4370 -3.5567  0.289
34 H 2.1281 1.9409 -1.1150  0.424
35 H 1.4977 -0.3525 -0.3077  0.603
36 O -0.0235 2.4829 2.7384  -0.265
37 S -0.0774 0.5346 3.6193  1.208
38 O 0.7180 0.8410 4.7813  -0.543
39 O 0.6209 0.0469 2.4751  -0.297
40 O -1.4667 0.3114 3.7411  -0.471
41 Br 6.6279 -5.3988 -1.9622  -0.280
42 C 4.8816 -4.6756 -1.9727  0.211
43 C 3.8752 -5.3180 -2.6775  -0.477
44 C 2.5135 -4.9117 -2.5114  -0.135
45 C 2.2493 -3.7172 -1.8391  0.152
46 C 3.3154 -3.0377 -1.2329  0.079
47 C 4.5967 -3.5216 -1.2587  -0.515
48 H 4.1601 -6.0903 -3.3899  0.328
49 H 1.6728 -5.4954 -2.9036  0.287
50 H 3.0384 -2.0329 -0.8181  0.009
51 H 5.3756 -3.0316 -0.6823  0.368
52 C -2.2205 4.7654 6.0308  -1.170
53 C -1.7162 3.7546 4.9683  -0.034
54 O -1.1115 4.5562 3.8462  -0.193
55 P -0.1799 3.9923 2.7082  0.372
56 O 1.2612 4.6152 2.9825  -0.349
57 C 1.6096 5.8896 2.5423  -0.211
58 C 0.8363 7.0918 3.1729  -1.031
59 O -0.7793 4.6053 1.4164  -0.265
60 C -0.8819 3.8647 0.1430  -0.191
61 C -2.3712 3.5719 -0.1232  -1.221
62 H -3.1465 4.4743 6.4758  0.356
63 H -2.2756 5.7778 5.5873  0.278
64 H -1.4981 4.7959 6.9120  0.281
65 H -2.5333 3.1946 4.5350  0.313
66 H -1.0228 2.9796 5.3819  0.235
67 H 1.4658 6.0026 1.4403  0.227
68 H 2.6974 6.0228 2.7712  0.345
69 H -0.1899 6.9915 2.9396  0.300
70 H 1.0846 8.0114 2.6492  0.397
71 H 0.9526 7.0889 4.2826  0.261
72 H -0.2866 2.9581 0.2591  0.336
73 H -0.4332 4.5163 -0.5753  0.281
74 H -2.7667 2.8393 0.5841  0.277
75 H -2.4426 3.1776 -1.1304  0.420
76 H -2.9728 4.4684 -0.1147  0.329

Its multiplicity is 4. The gap between HOMO and LUMO (spin up / spin down) comes out at 2.3 / 4.2 eV. The molar mass comes out at 860.67 g/mol. The value obtained for the HOMO energy (spin up / spin down) is 0.90 / -1.00 eV. The expectation value of S² is 3.79. For the LUMO energy (spin up / spin down), the calculation gives 3.244 / 3.244 eV. As for the energy relative to the best compared isomer or geometry (same formula, charge and spin): 0.221 eV. Its net charge is -2.

| no. | E (eV) |
| --- | --- |
| 1 | -9616.24741 |
| 2 | -130833.96286 |
| 3 | -38395.49458 |
| 4 | -165457.10719 |